ORCA calculation (the ωB97M-V functional and the def2-TZVPD basis) on a 3-piece molecular cluster, H6O3 overall.

Structure (XYZ):
```
9
Properties=species:S:1:pos:R:3:nbo_charge:R:1
O 14.4943 -21.4608 -0.6619 -0.9395
H 15.4047 -21.7472 -0.7360 0.4753
H 14.5478 -20.5080 -0.5875 0.4640
O 18.4177 -22.3407 -1.3779 -0.9429
H 19.0189 -22.7286 -2.0139 0.4736
H 18.9377 -21.6711 -0.9336 0.4694
O 23.3418 -21.3044 -1.6540 -0.9372
H 23.4749 -20.4820 -1.1827 0.4679
H 24.2228 -21.5840 -1.9025 0.4695
```

Results
SMILES: O.O.O
Multiplicity: 1
Calculated total energy: -6239.6900 eV
Relative energy (zero: lowest compared OMol25 entry of this formula, charge and spin): 13.0 kcal/mol
Net charge: 0
HOMO-LUMO gap: 11.9 eV

=====

ORCA calculation (the ωB97M-V functional and the def2-TZVPD basis) on a 2-piece molecular cluster, C5H14NO2 overall at a distorted geometry.

Structure (XYZ):
```
22
Properties=species:S:1:pos:R:3:nbo_charge:R:1
O -0.1299 1.1745 2.6101 -0.4752
C -0.1924 0.2977 1.7608 0.3952
C 0.8847 0.2892 0.6085 -0.1678
C 0.7811 -0.9453 -0.3414 -0.4087
C -0.3764 -0.6190 -1.2483 -0.4781
C -0.3123 0.7413 -1.8534 -0.6421
N 2.3068 0.3563 1.1878 -0.7059
H -1.0882 -0.3533 1.5581 0.1871
H 0.7322 1.2501 -0.0390 0.2660
H 0.7069 -1.9415 0.1934 0.2435
H 1.7971 -0.9412 -0.9608 0.2007
H -0.3746 -1.4133 -2.0092 0.2453
H -1.4159 -0.9195 -0.6760 0.2759
H -0.0159 0.7839 -2.8986 0.2420
H 0.2607 1.5349 -1.4590 0.1915
H -1.2632 1.2391 -1.8136 0.2361
H 2.2333 0.2201 2.2085 0.4549
H 3.0716 -0.2133 0.7966 0.4542
H 2.6672 1.3980 1.0485 0.4603
H -3.3997 -1.2690 1.0032 0.4931
H -3.7440 0.0310 -0.0249 0.5198
O -3.1289 -0.7009 0.3484 -0.9877
```

Results
Multiplicity: 1
Calculated total energy: -10988.2387 eV
Relative energy (zero: lowest compared OMol25 entry of this formula, charge and spin): 82.2 kcal/mol
Net charge: +1
HOMO-LUMO gap: 10.1 eV

=====

ORCA calculation (the ωB97M-V functional and the def2-TZVPD basis) on C34H29ClIInN6O2S as an isolated structure at a distorted geometry.

Structure (XYZ):
```
75
Properties=species:S:1:pos:R:3:lowdin_charge:R:1
In 0.0369 -1.0239 -0.5064 0.6094
C -3.2434 1.1790 -2.6059 -0.0219
C -3.4411 0.9819 -1.1359 -0.2725
N -4.6571 0.9596 -0.6499 0.1258
C -4.8449 0.7740 0.6715 -0.0944
C -3.8171 0.6326 1.5649 -0.1670
C -4.1004 0.4939 3.0360 -0.2235
O -4.0911 1.7472 3.7251 -0.0487
C -2.4881 0.6389 1.0696 -0.0957
C -1.3701 0.7572 1.9618 -0.0611
N -0.1396 0.5152 1.6646 0.0490
C 0.8444 0.9120 2.5861 -0.3413
C 0.6211 1.0105 3.9667 -0.0320
C 1.5679 1.5526 4.8131 -0.0711
C 2.7933 1.9738 4.3145 -0.0821
C 3.0800 1.7859 2.9731 -0.1506
C 2.1172 1.2530 2.1310 -0.5883
I 2.6262 0.9387 0.1114 1.1595
C -2.2739 0.7792 -0.3212 -0.3602
O -1.0997 0.7789 -0.8621 -0.1755
H -4.2093 1.2563 -3.0971 0.0799
H -2.6807 0.3361 -3.0117 0.0660
H -2.6574 2.0816 -2.7902 0.0870
H -5.8780 0.7477 1.0016 0.1151
H -3.3859 -0.1962 3.5020 0.1070
H -5.1027 0.0894 3.1822 0.1119
H -3.4952 2.3506 3.2728 0.0798
H -1.5982 1.2035 2.9323 0.1208
H -0.3083 0.6425 4.3826 0.1170
H 1.3451 1.6549 5.8672 0.1090
H 3.5300 2.4319 4.9606 0.1058
H 4.0506 2.0561 2.5801 0.0925
S -1.9796 -2.2667 -1.4977 0.7014
C -2.2588 -3.2923 -0.1369 -0.8128
N -3.0015 -4.3647 -0.3350 0.0586
N -3.5031 -5.0835 0.6456 0.0218
C -3.8717 -4.7086 1.9494 -0.2384
C -4.0552 -5.7182 2.8920 -0.0273
C -4.4821 -5.4033 4.1711 -0.0868
C -4.7497 -4.0867 4.5137 -0.0912
C -4.5853 -3.0836 3.5664 -0.0822
C -4.1395 -3.3830 2.2920 -0.0451
N -1.7411 -3.1273 1.1044 0.0494
N -0.7479 -2.3689 1.2795 -0.0058
C -0.1506 -2.4455 2.5478 -0.2515
C -0.8553 -2.9122 3.6629 0.0022
C -0.2331 -2.9765 4.8960 -0.0679
C 1.0948 -2.5907 5.0339 -0.0788
C 1.7967 -2.1315 3.9294 -0.0724
C 1.1789 -2.0508 2.6953 -0.0595
H -3.8123 -5.9894 0.3355 0.1458
H -3.8549 -6.7458 2.6113 0.1124
H -4.6080 -6.1914 4.9018 0.1039
H -5.0923 -3.8432 5.5106 0.1019
H -4.8187 -2.0570 3.8182 0.0857
H -4.0262 -2.6000 1.5544 0.1091
H -1.8861 -3.2177 3.5362 0.0892
H -0.7837 -3.3338 5.7567 0.1064
H 1.5783 -2.6498 6.0003 0.1044
H 2.8295 -1.8222 4.0294 0.1150
H 1.7392 -1.7113 1.8318 0.0755
Cl 2.0067 -3.8828 -0.4244 0.7382
C 3.1967 -2.8237 -1.0996 -0.6229
C 4.5219 -2.9982 -0.7421 -0.1074
C 5.4927 -2.1823 -1.3004 -0.0902
C 5.1224 -1.2062 -2.2106 -0.0950
C 3.7888 -1.0187 -2.5332 -0.1058
C 2.7765 -1.8105 -1.9795 -0.4216
C 1.3586 -1.5544 -2.2963 -0.2243
H 4.7917 -3.7735 -0.0373 0.1054
H 6.5315 -2.3115 -1.0284 0.1033
H 5.8771 -0.5842 -2.6746 0.1051
H 3.5140 -0.2387 -3.2334 0.1146
H 0.8202 -2.4470 -2.6102 0.0274
H 1.2348 -0.7572 -3.0260 0.0604
```

Results
Multiplicity: 1
Calculated total energy: -85394.8429 eV
Relative energy (zero: lowest compared OMol25 entry of this formula, charge and spin): 25.6 kcal/mol
Net charge: 0
HOMO-LUMO gap (spin up / spin down): 6.2 / 5.9 eV

=====

ORCA calculation (the ωB97M-V functional and the def2-TZVPD basis) on a 2-piece molecular cluster, C4H11NO2S overall at a distorted geometry.

Structure (XYZ):
```
19
Properties=species:S:1:pos:R:3:lowdin_spin:R:1
O -0.5671 -1.1284 -0.7815 0.0475
C -0.4913 0.0398 -1.1351 0.0028
N 0.3855 0.8920 -0.4860 0.0133
C 0.8333 0.6532 0.8578 0.0004
C -0.3144 0.7648 1.8793 0.1049
S -1.4872 -0.5563 1.8918 0.7566
C -1.2349 0.6566 -2.2829 -0.0010
H 0.7205 1.7265 -0.9324 0.0001
H 1.2728 -0.3513 0.8978 -0.0003
H 1.6341 1.3428 1.1185 -0.0005
H -0.7523 1.7556 1.6660 0.0223
H 0.0659 0.8589 2.9097 0.0338
H -0.8877 -1.2975 0.9180 0.0205
H -2.2504 0.7791 -1.8799 -0.0004
H -0.8634 1.6498 -2.5072 0.0000
H -1.2854 -0.0770 -3.0816 -0.0002
H 1.4421 -2.3754 -0.3533 0.0001
H 1.7552 -2.4597 1.0522 0.0000
O 2.0248 -2.8734 0.2487 0.0002
```

Results
<S²>: 0.7535
Multiplicity: 2
Calculated total energy: -20737.9062 eV
Relative energy (zero: lowest compared OMol25 entry of this formula, charge and spin): 13.5 kcal/mol
Net charge: +1
HOMO-LUMO gap (spin up / spin down): 11.0 / 5.8 eV

=====

ORCA calculation (the ωB97M-V functional and the def2-TZVPD basis) on C27H18F6IrN4O5S4 as an isolated structure.

Structure (XYZ):
```
65
Properties=species:S:1:pos:R:3:nbo_charge:R:1
Ir 0.8016 -0.3299 -2.2564 0.1733
C 3.5708 -0.0079 1.0353 -0.6688
C 2.6264 -0.6023 0.0398 0.2596
N 1.6307 0.0492 -0.4833 -0.2235
N 1.3339 1.2500 0.1828 -0.4007
C 0.3366 1.8751 -0.3405 -0.1062
S -0.5393 1.3504 -1.7070 -0.0596
S -0.0834 3.4266 0.4312 0.2210
C 0.5644 4.5018 -0.8988 -0.5549
C 2.0467 4.3336 -1.0763 0.0553
C 2.9392 4.9677 -0.2153 -0.2429
C 4.3036 4.7657 -0.3389 -0.2189
C 4.7943 3.9132 -1.3215 -0.2299
C 3.9133 3.2710 -2.1774 -0.1903
C 2.5460 3.4853 -2.0590 -0.2385
C 2.8121 -2.0113 -0.3545 -0.0401
C 4.0514 -2.5143 -0.7404 -0.1802
C 4.1882 -3.8166 -1.1930 -0.2270
C 3.0789 -4.6466 -1.2543 -0.1921
C 1.8454 -4.1910 -0.8153 -0.2554
C 1.7360 -2.8964 -0.3505 0.3004
O 0.5452 -2.4592 0.2459 -0.4660
H 3.4024 1.0597 1.1265 0.2639
H 4.5939 -0.1830 0.6958 0.2180
H 3.4619 -0.4771 2.0160 0.2207
H 0.3117 5.5187 -0.5947 0.2218
H 0.0266 4.2670 -1.8152 0.2364
H 2.5542 5.6112 0.5685 0.2018
H 4.9864 5.2659 0.3374 0.2009
H 5.8601 3.7423 -1.4106 0.2036
H 4.2787 2.5803 -2.9258 0.2301
H 1.8605 2.9550 -2.7097 0.2353
H 4.9067 -1.8520 -0.7645 0.2221
H 5.1535 -4.1685 -1.5318 0.2129
H 3.1712 -5.6556 -1.6354 0.2104
H 0.9686 -4.8252 -0.8254 0.2285
F 5.1458 -2.3461 -4.0479 -0.3203
C 4.2949 -1.6694 -4.8282 0.7195
F 3.5993 -2.5436 -5.5465 -0.3060
F 5.0092 -0.9063 -5.6581 -0.3157
S 3.2002 -0.6220 -3.7653 2.2464
O 2.3171 -1.6665 -3.2176 -0.9408
O 4.1344 0.0569 -2.9246 -0.9148
N 2.4908 0.3586 -4.7680 -1.1934
S 1.1010 -0.1160 -5.3779 2.2423
O 1.1875 -0.9996 -6.4960 -0.9029
O 0.1238 -0.4448 -4.3357 -0.9146
C 0.5333 1.4962 -6.0640 0.7369
F 1.3697 1.9160 -7.0101 -0.3085
F 0.4449 2.4204 -5.1184 -0.2980
F -0.6718 1.3158 -6.6071 -0.3108
N -7.5968 -4.2185 -3.8709 -0.3380
C -6.5872 -4.0160 -3.3588 0.2934
C -5.3267 -3.7624 -2.7187 -0.2045
C -4.4547 -4.8189 -2.4616 -0.1647
C -3.2485 -4.5770 -1.8339 -0.1810
C -2.8902 -3.2797 -1.4572 -0.0645
C -3.7679 -2.2250 -1.7308 -0.1326
C -4.9776 -2.4628 -2.3533 -0.1625
C -1.6453 -3.0166 -0.8081 -0.1782
C -0.5698 -2.7693 -0.3376 0.3939
H -4.7302 -5.8233 -2.7535 0.2216
H -2.5682 -5.3921 -1.6286 0.2197
H -3.4763 -1.2206 -1.4567 0.2338
H -5.6544 -1.6466 -2.5662 0.2238
```

Results
Multiplicity: 1
Calculated total energy: -106972.5946 eV
Relative energy (zero: lowest compared OMol25 entry of this formula, charge and spin): 41.3 kcal/mol
Net charge: -1
HOMO-LUMO gap: 6.3 eV